Computed, not measured: 14 unconnected molecules or ions with the total composition C84H189N7O14 at a distorted geometry, with ωB97M-V/def2-TZVPD.

Geometry as XYZ:
```
294
Properties=species:S:1:pos:R:3:forces:R:3:mulliken_charge:R:1
C 0.610 1.910 -6.095 0.666 -0.155 -0.544 -1.192
C 1.487 0.665 -6.145 0.291 0.430 0.092 0.319
C 2.506 0.537 -5.019 0.570 -0.307 0.694 -0.894
O 0.586 -0.420 -6.181 -0.193 -1.483 -0.050 -0.539
H 1.282 2.726 -5.894 0.003 0.624 0.396 0.494
H -0.175 1.825 -5.339 0.187 0.016 0.010 -0.083
H 0.178 2.134 -7.074 -0.214 -0.270 0.128 0.505
H 2.117 0.599 -7.024 -0.242 0.561 -0.782 0.492
H 1.992 0.153 -4.122 0.350 0.039 -0.177 -0.235
H 3.044 1.478 -4.718 -0.639 -0.722 -0.566 0.410
H 3.289 -0.193 -5.363 -0.645 0.519 0.652 0.331
H 1.050 -1.266 -6.340 -0.241 0.678 0.206 0.178
C 3.060 -1.763 3.595 1.915 -0.831 -1.644 0.637
C 3.570 -2.310 4.933 -0.421 -1.018 -0.773 0.388
C 3.831 -3.880 4.867 -2.157 0.595 -1.257 -1.235
O 4.748 -1.554 5.255 -0.773 -0.182 0.563 -0.544
H 3.977 -1.582 2.936 -1.167 -0.123 0.771 -0.357
H 2.530 -0.855 3.674 -0.366 1.374 0.426 -0.168
H 2.401 -2.382 2.984 -0.048 -0.587 0.331 -0.153
H 2.748 -2.093 5.653 0.976 -0.207 0.129 0.147
H 4.333 -4.255 5.752 -0.400 -0.122 0.299 0.497
H 4.445 -4.185 4.002 0.001 0.511 0.146 0.298
H 2.786 -4.389 4.613 2.177 0.886 1.071 0.051
H 5.514 -2.095 5.073 0.226 -0.210 -0.087 0.373
C -1.794 0.086 6.051 -0.613 -1.184 0.707 -1.628
C -0.327 -0.191 5.783 -0.325 1.897 -0.310 2.559
C 0.451 1.131 5.800 -0.440 -0.005 -0.647 -1.639
O 0.199 -0.876 6.876 0.451 -1.902 0.217 -0.686
H -2.412 -0.851 5.936 0.552 0.830 0.112 0.159
H -2.221 0.845 5.407 -0.055 0.227 -0.052 0.308
H -1.815 0.365 7.123 -0.411 0.160 -0.612 0.459
H -0.245 -0.735 4.831 0.437 0.060 0.174 -0.875
H 0.459 1.566 6.794 -0.334 -0.072 0.242 0.496
H 0.018 1.860 5.111 0.052 -0.001 -0.056 0.092
H 1.487 0.986 5.556 0.561 -0.194 -0.326 0.439
H -0.008 -1.809 6.719 0.155 0.107 0.471 0.420
C -6.967 2.307 -1.913 0.070 -0.772 0.376 -1.599
C -5.798 1.844 -1.018 -0.763 1.032 0.643 2.454
C -5.933 2.426 0.454 0.692 -0.646 -2.258 -1.657
O -5.701 0.458 -1.029 1.863 -1.815 0.749 -0.625
H -7.958 1.985 -1.581 0.205 -0.351 0.256 0.400
H -6.863 1.973 -2.957 0.199 0.226 0.357 0.351
H -7.002 3.373 -1.836 0.090 0.834 -0.380 0.385
H -4.899 2.210 -1.499 0.356 0.608 0.094 -0.861
H -5.967 3.487 0.392 -0.414 1.008 0.018 0.523
H -5.071 2.210 1.042 0.871 -0.492 0.381 0.255
H -6.776 2.007 0.943 -0.960 -0.242 0.351 0.396
H -4.759 0.203 -0.714 -1.981 0.633 -0.545 -0.087
C -5.587 -4.848 -1.198 -0.061 -0.864 -1.341 -1.266
C -4.879 -5.589 -0.077 0.476 0.273 -0.093 0.642
C -4.128 -6.792 -0.611 -1.593 -1.327 2.350 -1.327
O -3.927 -4.682 0.540 -1.191 -0.042 -0.807 0.308
H -6.167 -4.012 -0.798 -0.142 -0.175 -0.241 0.403
H -6.244 -5.604 -1.811 1.043 1.574 1.269 0.339
H -4.814 -4.442 -1.898 -0.619 -0.247 0.449 0.090
H -5.661 -5.918 0.631 0.485 0.192 0.224 0.300
H -3.594 -6.532 -1.488 0.503 -0.200 -0.919 0.121
H -4.955 -7.532 -0.692 0.689 0.106 -1.017 0.503
H -3.504 -7.287 0.176 -0.010 0.799 -0.654 0.209
H -3.326 -5.191 1.072 0.778 -0.536 0.656 -0.658
C -4.451 -1.804 -5.919 -0.249 -1.096 1.519 -1.595
C -3.273 -0.906 -6.153 -0.921 0.516 1.179 0.217
C -3.596 0.489 -5.631 0.944 0.669 -2.486 -0.652
O -2.098 -1.437 -5.576 1.305 0.715 -1.125 -0.250
H -4.255 -2.849 -6.212 -0.109 0.432 -0.085 0.358
H -5.362 -1.438 -6.380 0.037 0.052 -0.392 0.453
H -4.693 -1.822 -4.828 0.286 -0.073 -0.582 0.202
H -3.174 -0.775 -7.191 0.538 -0.123 -1.713 0.741
H -4.423 0.852 -6.299 0.581 0.048 0.883 0.536
H -2.676 1.124 -5.861 -1.239 -0.502 0.688 -0.011
H -3.882 0.480 -4.608 -0.143 0.235 0.938 -0.022
H -1.345 -0.953 -6.038 -0.934 -0.890 1.172 0.123
C -4.971 -2.889 3.618 1.349 -1.063 -0.524 -1.090
C -5.076 -2.378 2.203 -1.771 0.079 -1.821 0.891
C -5.813 -0.974 2.137 1.881 -1.114 0.542 -1.515
O -3.822 -2.306 1.529 0.118 -0.003 0.286 -0.383
H -4.622 -3.955 3.627 -0.302 0.901 -0.054 -0.126
H -5.918 -2.852 4.095 -0.921 0.040 0.517 0.636
H -4.254 -2.301 4.184 0.123 0.173 0.161 0.139
H -5.683 -3.135 1.586 0.454 1.016 0.990 -0.097
H -6.610 -1.046 2.860 -0.580 0.252 -0.005 0.635
H -6.162 -0.734 1.124 0.192 0.066 0.412 0.269
H -5.073 -0.231 2.539 -0.700 -0.352 -0.597 0.139
H -3.766 -3.103 0.954 -0.046 0.171 0.376 0.057
C 4.162 3.725 -1.703 0.078 -1.559 0.693 -1.262
C 4.154 3.958 -0.164 -0.913 1.810 -0.754 1.627
C 3.043 3.067 0.397 -0.430 1.369 1.478 0.342
C 3.038 2.925 1.965 -0.086 0.357 -1.032 1.135
C 4.417 2.441 2.356 0.571 1.420 0.316 -1.107
C 5.487 3.506 1.943 -0.061 -0.598 0.333 1.185
N 5.451 3.649 0.453 -2.617 -1.787 1.703 1.441
O 6.475 4.403 -0.013 2.292 -0.083 -2.116 -0.624
C 5.337 4.719 2.898 0.370 1.890 -3.077 -1.709
C 6.851 2.964 2.318 0.271 -2.569 0.117 -1.371
C 3.709 5.474 -0.030 0.578 -0.683 -0.559 -1.715
H 4.590 2.723 -1.926 0.191 0.555 0.072 -0.024
H 4.721 4.513 -2.167 0.254 0.242 -0.576 0.610
H 3.140 3.635 -2.121 0.366 0.554 0.401 -0.126
H 2.103 3.616 0.127 0.518 -1.079 -0.203 0.010
H 3.177 2.100 -0.069 -0.487 -0.438 -0.042 -0.887
H 2.219 2.260 2.233 0.088 -0.406 0.106 0.165
H 2.772 3.875 2.476 0.324 -0.380 -0.485 -0.994
H 4.653 1.511 1.880 0.104 -0.718 -0.340 -0.329
H 4.582 2.337 3.432 -0.399 -0.221 0.029 0.766
H 5.932 5.562 2.402 -0.312 -0.996 1.009 0.349
H 4.337 5.149 2.891 -0.160 -0.300 0.596 0.054
H 5.742 4.457 3.856 -0.084 0.145 0.503 0.506
H 7.179 2.164 1.614 -0.453 0.230 0.293 -0.110
H 7.677 3.652 2.274 0.058 0.691 0.404 0.415
H 6.750 2.441 3.323 0.464 0.898 -1.037 0.405
H 3.504 5.727 0.978 0.008 0.285 1.209 0.205
H 2.752 5.644 -0.540 0.367 -0.101 -0.281 0.340
H 4.487 6.158 -0.414 -0.391 -0.337 0.092 0.401
H 6.956 3.743 -0.607 -0.622 1.596 1.110 0.362
C 4.845 -3.247 -0.228 0.314 -0.556 -1.154 -1.380
C 5.674 -1.962 -0.489 -1.160 0.211 2.682 2.195
C 6.858 -1.956 0.488 0.874 -0.836 0.422 -1.333
C 7.846 -0.820 0.150 0.722 -1.425 0.954 -0.077
C 8.361 -1.170 -1.221 -2.308 -1.504 -0.505 -1.830
C 7.254 -1.199 -2.296 0.380 0.854 1.651 1.682
N 6.172 -2.049 -1.783 1.730 -0.249 -3.238 0.075
O 5.133 -1.914 -2.766 0.020 -1.830 -0.174 -0.341
C 6.801 0.277 -2.447 -1.342 -1.835 -3.334 -1.243
C 7.878 -1.771 -3.588 1.430 0.549 1.924 -2.121
C 4.730 -0.754 -0.316 -0.826 0.094 0.738 0.181
H 4.366 -3.326 0.770 0.318 0.256 -0.626 0.080
H 5.526 -4.135 -0.420 -0.837 0.891 0.382 0.546
H 4.090 -3.225 -1.051 0.139 -0.419 0.913 -0.118
H 6.453 -2.063 1.529 0.452 0.611 -0.764 0.340
H 7.473 -2.883 0.312 -0.850 0.456 0.213 0.317
H 8.752 -0.756 0.802 -0.964 -0.131 0.012 0.419
H 7.320 0.100 0.201 -0.159 1.087 -0.070 -0.062
H 8.753 -2.183 -1.272 0.640 0.007 0.500 0.429
H 8.999 -0.478 -1.623 2.265 1.621 -0.573 0.688
H 6.480 0.698 -1.552 -0.335 0.815 1.249 -0.117
H 7.569 0.840 -2.902 1.194 0.786 -0.263 0.742
H 5.967 0.320 -3.224 0.709 -0.005 1.184 0.097
H 7.295 -1.469 -4.376 -1.615 0.216 -2.204 0.507
H 8.861 -1.277 -3.781 -0.543 -0.384 0.389 0.369
H 8.036 -2.850 -3.547 -0.181 0.087 0.038 0.430
H 5.227 0.211 -0.445 -0.247 -0.258 -0.023 -0.534
H 4.328 -0.720 0.736 0.048 -0.240 -1.034 -0.421
H 3.910 -0.863 -1.083 0.725 0.318 1.039 -0.078
H 5.246 -2.822 -3.120 -0.788 0.925 -0.261 0.339
C 0.522 6.262 2.060 -0.867 0.793 1.291 -1.755
C -0.388 5.984 3.308 2.299 -0.472 0.869 1.671
C 0.487 5.091 4.312 -1.263 -0.184 -0.709 -0.255
C -0.204 4.997 5.672 1.066 -0.025 -0.939 -0.371
C -0.385 6.378 6.223 -0.221 1.580 -0.331 -1.506
C -1.342 7.262 5.333 1.327 -0.012 1.097 1.666
N -0.717 7.294 3.986 -0.281 -1.189 -0.234 0.116
O -1.507 8.077 3.125 0.019 0.577 -0.531 -0.491
C -2.742 6.704 5.479 -1.324 2.877 1.790 -1.718
C -1.378 8.742 5.864 1.001 -1.453 0.825 -1.991
C -1.543 5.080 2.896 -0.081 1.497 1.159 -0.637
H -0.077 6.837 1.364 -0.061 -0.325 -0.667 0.330
H 0.940 5.332 1.688 -0.216 -0.073 -0.321 0.047
H 1.337 6.937 2.312 0.159 -0.091 0.319 0.550
H 0.588 4.075 3.798 0.154 1.240 0.752 -0.701
H 1.452 5.525 4.551 0.384 0.131 -0.640 0.471
H 0.422 4.445 6.337 0.627 -0.528 0.578 0.542
H -1.092 4.404 5.599 -0.918 -0.034 0.125 0.344
H 0.564 6.971 6.321 -0.468 -0.847 -0.260 0.319
H -0.766 6.280 7.230 -0.419 0.336 0.312 0.467
H -3.518 7.293 4.969 0.342 0.008 -0.425 0.428
H -2.920 5.709 5.237 -0.026 -1.796 -0.119 0.405
H -3.031 6.960 6.563 0.392 -1.003 -1.334 0.372
H -0.390 9.254 5.822 -0.810 -0.423 -0.103 0.337
H -2.119 9.217 5.306 -0.825 1.285 -1.352 0.507
H -1.809 8.798 6.877 0.593 -0.356 -0.022 0.408
H -2.241 5.645 2.291 -0.537 -0.232 -0.094 0.219
H -1.959 4.632 3.796 -0.580 0.097 -0.289 0.120
H -1.121 4.296 2.345 0.442 -1.165 -1.157 -0.249
H -2.355 7.651 2.921 0.098 -0.305 0.317 0.386
C -1.117 -7.725 4.408 -1.230 0.963 0.153 -1.861
C -2.048 -6.571 3.844 0.790 -1.284 -0.652 1.420
C -2.233 -5.449 4.843 -0.573 0.818 -0.009 -0.729
C -0.934 -4.689 5.116 0.567 -1.067 -1.214 -0.792
C -0.596 -4.041 3.740 0.854 0.355 0.942 -0.158
C -0.358 -5.004 2.587 -0.312 -0.958 0.338 2.317
N -1.521 -5.957 2.549 -0.074 0.244 -0.420 1.066
O -1.268 -6.911 1.489 -1.928 1.723 0.048 -0.319
C -0.193 -4.221 1.259 -2.276 0.764 0.342 -0.234
C 1.007 -5.720 2.857 -1.416 1.288 -0.362 -1.972
C -3.449 -7.142 3.565 1.901 -0.467 -2.195 -1.699
H -0.084 -7.396 4.382 0.069 -0.393 0.182 0.385
H -1.288 -8.626 3.827 0.288 -0.124 -0.190 0.480
H -1.433 -7.973 5.446 0.323 0.273 -0.577 0.333
H -2.924 -4.697 4.354 0.572 -0.813 0.654 -0.529
H -2.774 -5.857 5.725 0.554 0.287 -0.352 0.618
H -0.107 -5.330 5.532 -0.795 0.457 -0.484 0.204
H -1.093 -3.916 5.823 -0.212 0.817 0.769 0.669
H 0.338 -3.454 3.796 -0.304 0.014 0.177 -0.865
H -1.401 -3.338 3.542 -0.147 0.085 -0.381 0.050
H 0.457 -3.356 1.420 0.241 -0.307 -0.058 -0.643
H 0.177 -4.881 0.512 0.528 -0.396 -0.695 0.416
H -1.161 -3.762 0.844 1.087 -0.773 0.816 -0.568
H 1.686 -4.945 2.518 0.841 -0.371 0.272 0.243
H 1.059 -5.930 3.906 0.611 0.000 0.480 0.556
H 1.123 -6.628 2.303 0.212 -0.403 -0.511 0.185
H -3.985 -6.336 3.136 -0.988 0.701 -0.430 0.141
H -3.910 -7.482 4.432 -0.793 -0.547 1.685 0.569
H -3.426 -7.980 2.828 0.082 0.613 0.492 0.299
H -0.693 -7.571 1.802 1.422 -1.425 0.931 0.194
C -1.600 -5.005 -3.730 -0.955 -0.983 -0.247 -2.040
C -0.271 -4.750 -4.377 2.037 0.319 -0.496 2.704
C 0.416 -3.526 -3.764 0.923 0.152 0.752 -0.637
C 0.869 -3.842 -2.335 -0.102 0.703 1.075 1.989
C 1.717 -5.105 -2.265 1.989 0.434 -0.347 -1.773
C 1.135 -6.312 -2.982 -0.367 -1.016 1.121 2.188
N 0.738 -5.874 -4.309 -0.565 -0.763 -0.794 -0.075
O 0.122 -7.063 -4.937 0.012 0.609 0.682 -0.494
C 2.324 -7.373 -3.088 -0.030 2.100 0.693 -1.828
C -0.028 -6.958 -2.156 -0.790 -1.934 -0.180 -1.490
C -0.376 -4.466 -5.874 -2.060 -1.262 -1.302 -1.705
H -2.332 -4.444 -4.264 -0.726 0.560 -0.482 0.559
H -1.774 -4.790 -2.692 0.635 0.546 0.609 0.023
H -1.903 -6.046 -3.791 0.048 -0.162 -0.503 0.471
H 1.314 -3.222 -4.347 -0.620 -0.214 0.066 0.575
H -0.307 -2.707 -3.754 0.093 -0.002 -0.233 -0.323
H -0.027 -4.079 -1.774 -0.476 -0.065 0.245 -0.784
H 1.260 -2.949 -1.715 -0.012 -1.301 -1.313 -0.442
H 1.958 -5.373 -1.227 -0.287 0.004 -0.117 0.157
H 2.742 -4.999 -2.743 -0.990 0.503 0.410 0.304
H 3.065 -6.892 -3.769 -0.266 -0.476 0.567 0.440
H 2.768 -7.487 -2.039 -0.564 -0.073 -1.556 0.272
H 2.019 -8.302 -3.529 -0.261 -0.533 0.063 0.454
H 0.381 -7.795 -1.551 -0.126 0.528 -0.197 0.379
H -0.720 -6.431 -1.501 0.781 1.019 0.272 0.029
H -0.817 -7.444 -2.781 1.129 0.054 -0.084 0.321
H -1.128 -3.672 -6.135 0.796 -0.518 0.527 -0.093
H -0.778 -5.425 -6.358 0.528 1.372 0.437 0.487
H 0.585 -4.246 -6.347 -0.023 0.013 0.314 0.423
H 0.600 -7.227 -5.755 0.299 0.368 0.029 0.353
C -3.585 5.065 -1.582 0.649 -0.754 1.374 -1.241
C -2.732 6.098 -2.352 -1.221 0.292 0.578 2.729
C -1.254 5.746 -2.329 0.750 0.700 0.016 -1.840
C -0.825 4.672 -3.303 0.808 0.306 -0.840 1.251
C -1.162 5.125 -4.766 -2.285 0.499 3.317 -1.923
C -2.730 5.352 -4.773 -0.061 0.584 -2.299 2.037
N -3.211 6.323 -3.711 0.729 -0.375 -2.145 0.009
O -4.661 6.398 -3.723 0.824 -1.625 0.645 -0.524
C -3.004 6.045 -6.161 0.062 0.236 1.617 -2.059
C -3.393 3.980 -4.763 -1.791 0.204 1.911 -1.402
C -2.953 7.462 -1.670 0.850 -0.836 0.656 -2.090
H -3.554 3.993 -1.819 0.222 0.405 -0.769 -0.320
H -3.196 4.992 -0.547 -0.237 0.547 -0.142 0.093
H -4.630 5.342 -1.536 -0.166 0.189 -0.045 0.412
H -0.667 6.642 -2.586 -0.279 0.029 -0.045 0.374
H -0.949 5.547 -1.285 -0.306 -0.244 -0.337 0.285
H 0.256 4.566 -3.280 0.339 -0.049 0.357 0.284
H -1.210 3.695 -3.010 -0.325 0.107 -0.537 -0.939
H -0.994 4.342 -5.433 0.435 -1.204 -1.249 0.646
H -0.608 6.006 -5.076 0.008 0.177 0.233 0.352
H -2.873 5.533 -7.084 0.623 -1.250 -0.410 0.347
H -2.369 6.902 -6.181 0.414 0.852 -0.175 0.513
H -4.006 6.380 -6.238 -1.199 0.450 0.253 0.477
H -3.539 3.670 -3.693 0.476 -0.224 -1.171 -0.200
H -2.841 3.268 -5.329 0.587 -0.600 -0.215 0.397
H -4.430 3.941 -5.153 0.511 0.502 -0.015 0.449
H -2.502 7.484 -0.681 -0.319 -0.204 0.382 0.195
H -2.491 8.278 -2.173 0.586 0.445 -0.927 0.528
H -3.991 7.677 -1.651 -1.047 0.141 0.392 0.504
H -4.926 7.208 -4.136 0.442 0.844 -0.406 0.362
C -2.031 1.402 -1.908 -2.589 0.455 0.751 0.624
C -1.614 -0.074 -1.654 -0.206 1.479 1.869 2.477
C -0.239 -0.331 -2.168 0.920 -0.672 0.130 0.161
C 0.908 0.293 -1.347 0.652 0.024 -1.334 0.793
C 0.713 -0.118 0.079 0.818 0.909 0.467 -0.254
C -0.618 0.338 0.686 -0.109 -1.069 -0.282 2.087
N -1.589 -0.417 -0.210 -0.167 0.655 1.223 0.450
O -2.918 -0.208 0.254 -0.341 0.766 0.202 1.323
C -0.646 -0.364 2.081 -0.932 1.350 0.556 -1.716
C -0.762 1.888 0.863 0.827 -0.196 0.572 -0.729
C -2.583 -1.040 -2.247 0.018 -1.752 -0.475 -0.701
H -2.763 1.824 -1.120 0.997 -1.111 -0.831 -0.454
H -2.663 1.450 -2.821 0.741 0.113 0.157 0.155
H -1.277 2.175 -1.904 0.619 -0.370 -0.344 -0.890
H -0.138 -1.427 -2.241 0.274 0.437 0.331 -1.412
H -0.194 0.008 -3.171 0.060 0.423 -1.240 0.517
H 0.952 1.393 -1.492 -0.013 -0.467 0.071 -0.048
H 1.882 -0.143 -1.747 -1.037 0.654 0.475 -0.726
H 1.560 0.148 0.753 -0.427 -0.099 -0.462 0.377
H 0.654 -1.184 -0.037 0.053 -0.853 0.748 -0.680
H -0.506 -1.431 2.014 -0.275 -0.370 -0.301 -0.431
H 0.151 -0.010 2.750 0.133 0.244 -0.469 -0.042
H -1.577 -0.127 2.657 0.429 -0.388 -0.641 0.644
H -0.443 2.565 0.050 -0.007 -0.724 0.075 -0.250
H -1.755 2.213 1.149 -0.428 -0.311 -0.010 0.522
H -0.117 2.141 1.735 -0.232 -0.065 -0.450 -0.142
H -2.394 -2.068 -1.839 0.264 0.706 -0.356 -0.268
H -2.415 -1.076 -3.321 -0.292 -0.071 -0.180 -0.474
H -3.625 -0.902 -2.008 -0.308 0.627 -0.162 0.061
H -3.249 -1.032 0.682 0.463 0.003 0.051 0.146
```
Forces are in eV/Å.

Its energy relative to the best compared isomer or geometry (same formula, charge and spin) is 310.9 kJ/mol. For the maximum force, the calculation gives 0.07892 Eh/bohr. Its total charge is 0.